Molecular formula: C9H14
Method: DFT, ωB97M-V with the def2-TZVPD basis set

Bonds (Å) are listed after each position.
CARTESIAN COORDINATES (ANGSTROEM)
1 C 2.472 -0.914 -2.833  C2 1.540, H3 1.095, H4 1.085, H5 1.089
2 C 3.507 -0.274 -1.888  C1 1.540, H6 1.086, H7 1.090, H8 1.094
3 H 2.899 -1.539 -3.624  C1 1.095
4 H 1.781 -1.533 -2.270  C1 1.085
5 H 1.961 -0.107 -3.355  C1 1.089
6 H 3.003 -0.008 -0.963  C2 1.086
7 H 3.954 0.626 -2.311  C2 1.090
8 H 4.284 -0.992 -1.610  C2 1.094
9 C -3.068 0.652 2.869  C15 1.498, H21 1.094, H22 1.089, H23 1.097
10 C -0.235 0.057 -0.315  C11 1.384, C12 1.397, H16 1.078
11 C -0.210 1.201 0.462  C10 1.384, C13 1.376, H17 1.085
12 C -1.139 -0.948 0.039  C10 1.397, C14 1.386, H18 1.081
13 C -1.112 1.378 1.487  C11 1.376, C15 1.390, H19 1.085
14 C -2.040 -0.791 1.082  C12 1.386, C15 1.391, H20 1.085
15 C -2.062 0.408 1.787  C9 1.498, C13 1.390, C14 1.391
16 H 0.306 -0.206 -1.209  C10 1.078
17 H 0.548 1.955 0.278  C11 1.085
18 H -1.156 -1.882 -0.504  C12 1.081
19 H -1.074 2.301 2.056  C13 1.085
20 H -2.705 -1.597 1.374  C14 1.085
21 H -2.583 0.979 3.794  C9 1.094
22 H -3.628 -0.252 3.101  C9 1.089
23 H -3.705 1.486 2.551  C9 1.097

Kohn-Sham gap ... 10.036 eV
Structure (SMILES) ... Cc1ccccc1.CC
Energy above the lowest of the compared OMol25 structures with the same formula, charge and spin ... 6.77 kcal per mole
HOMO level ... -8.9926 eV

Here are the natural (NBO) charges for atoms 1 to 6, given in e: number 1, C, carries -0.610; number 2, C, carries -0.608; number 3, H, carries 0.205; number 4, H, carries 0.200; number 5, H, carries 0.203; number 6, H, carries 0.205